Entry 1:
{"formula": "C4H4ClF4N3O", "method": "ωB97M-V with the def2-TZVPD basis set", "e_lumo_ev": [-11.310, -11.310], "largest_force_ev_per_a": 4.46, "smiles": "F/C=[NH+]/C(F)=[NH+]\\C(Cl)=N\\OC(F)F", "e_tot_ha": -1253.13787, "charge": 2, "homo_lumo_gap_ev": [7.344, 7.343], "symbols": ["Cl", "F", "F", "F", "F", "O", "N", "N", "N", "C", "C", "C", "C", "H", "H", "H", "H"], "xyz": [[-3.1434, -1.2170, -0.0404], [-1.4741, 3.1964, -0.1955], [2.5605, 1.3711, 0.1067], [1.7341, -1.9158, -1.0978], [1.6675, -2.0367, 1.0284], [-0.1767, -2.2822, -0.1499], [-1.6961, 0.9595, 0.1603], [0.4470, 2.0464, -0.2468], [-0.4242, -1.0358, 0.0810], [1.1853, -2.6208, -0.0636], [-1.5647, -0.4729, -0.0021], [-0.9472, 1.9871, -0.1225], [1.3212, 1.2038, 0.2909], [1.1859, 0.2304, 0.9608], [1.2515, -3.6400, -0.2865], [0.6755, 2.9217, -0.7621], [-2.6021, 1.3047, 0.3390]], "atomic_forces_ev_per_a": [[1.2053, 0.4689, -0.2566], [0.5911, -2.1410, 0.0945], [-0.6743, 0.8214, -0.5516], [0.5038, -0.4558, 0.1546], [0.3999, -1.0389, 0.5433], [-2.5808, -1.9670, 0.1530], [2.2926, 1.1641, -0.9066], [-0.7147, -0.0074, -0.2665], [0.2243, 3.5217, -0.0873], [-0.0005, 4.1772, -1.5708], [-0.7253, -2.4653, 0.5079], [0.0567, 0.3242, 0.9360], [1.0155, -2.1858, 1.3913], [-0.8019, 2.1999, -1.4157], [0.4267, -1.7831, 0.6464], [0.8944, -0.5690, 0.2814], [-2.1127, -0.0644, 0.3467]], "nbo_charge": [0.168, -0.185, -0.154, -0.332, -0.301, -0.277, -0.468, -0.591, -0.125, 0.784, 0.282, 0.929, 0.730, 0.325, 0.210, 0.517, 0.488]}

Entry 2:
{"formula": "C21H23N4O2PS2Zn", "method": "ωB97M-V with the def2-TZVPD basis set", "e_lumo_ev": [2.718, 2.517], "largest_force_ev_per_a": 0.57, "e_tot_ha": -4100.80058, "charge": -1, "multiplicity": 2, "homo_lumo_gap_ev": [6.033, 6.398], "symbols": ["Zn", "S", "S", "P", "O", "O", "N", "N", "N", "N", "C", "C", "C", "C", "C", "C", "C", "C", "C", "C", "C", "C", "C", "C", "C", "C", "C", "C", "C", "C", "C", "H", "H", "H", "H", "H", "H", "H", "H", "H", "H", "H", "H", "H", "H", "H", "H", "H", "H", "H", "H", "H", "H", "H"], "xyz": [[0.7787, 0.6976, -0.3853], [-2.6548, 0.4137, -0.7194], [0.2160, -0.4696, -2.3777], [-1.7051, -0.8181, -1.8606], [-2.3761, -1.0543, -3.3174], [-1.7927, -2.2817, -1.1729], [2.7504, 1.1962, -1.1048], [0.1170, 0.7097, 1.4839], [0.8982, 2.6423, -0.1268], [1.8686, 3.3655, -0.6414], [-0.8401, 4.7183, 2.4206], [-0.2400, 2.0066, 1.8277], [-1.0951, -3.4052, -1.7305], [0.1768, 3.0778, 0.9759], [4.8497, 0.9887, -2.2435], [-0.2390, -1.6028, 2.0130], [-0.1020, 4.4050, 1.2893], [3.7546, 0.4611, -1.6077], [4.8977, 2.3876, -2.3984], [-0.1398, -2.6880, 2.8727], [0.7300, -1.2569, 4.5818], [-3.7962, -1.0800, -3.4992], [0.6383, -0.1685, 3.7272], [-4.3245, -2.4969, -3.4021], [2.7964, 2.5603, -1.2287], [3.8861, 3.1628, -1.9104], [0.1546, -0.3188, 2.4156], [0.3438, -2.5294, 4.1658], [-1.2950, 3.6862, 3.2399], [-0.0420, -3.8777, -0.7519], [-1.0034, 2.3605, 2.9532], [-4.2731, -0.4388, -2.7588], [5.6354, 0.3448, -2.6126], [0.3644, -4.8426, -1.0717], [0.4204, -3.3771, 4.8351], [1.1253, -1.1136, 5.5827], [-3.8497, -3.1452, -4.1424], [-5.4050, -2.5006, -3.5739], [3.8804, 4.2404, -2.0069], [-1.8384, -4.1819, -1.9123], [-4.1323, -2.9028, -2.4064], [3.6525, -0.6136, -1.4895], [-1.8937, 3.9199, 4.1143], [-1.3669, 1.5734, 3.6030], [-1.0688, 5.7500, 2.6592], [-0.6336, -1.7246, 1.0086], [5.7399, 2.8477, -2.9018], [-0.4589, -3.6686, 2.5328], [-3.9773, -0.6593, -4.4868], [0.9531, 0.8152, 4.0561], [-0.6427, -3.1377, -2.6847], [-0.4784, -3.9956, 0.2422], [0.7697, -3.1526, -0.6911], [0.2664, 5.1710, 0.6169]], "atomic_forces_ev_per_a": [[0.0102, -0.5090, -0.2574], [-0.0133, 0.0879, -0.0467], [0.0633, 0.0909, 0.3658], [-0.2316, -0.1452, -0.1032], [0.0337, 0.0677, -0.0021], [0.0642, -0.0705, -0.0779], [0.0012, 0.2903, 0.0078], [0.0711, 0.3774, 0.0402], [-0.2024, 0.2769, 0.3071], [0.2871, -0.2079, -0.0910], [-0.0130, -0.0823, 0.0464], [0.0271, -0.1482, 0.1594], [0.0209, 0.0418, 0.1072], [0.0521, -0.1047, -0.0971], [-0.0200, 0.0542, 0.0029], [0.0467, -0.1406, 0.0236], [0.0490, -0.0793, -0.0991], [-0.2071, 0.0103, -0.0081], [0.0263, 0.0210, -0.0101], [-0.0115, 0.1028, -0.0577], [-0.0182, -0.0524, -0.0712], [0.0966, -0.1588, 0.0732], [-0.0532, 0.0144, -0.0060], [-0.0655, -0.0414, 0.0470], [0.0835, 0.0242, 0.0134], [-0.0391, 0.0112, 0.0083], [-0.1425, 0.0374, -0.1055], [0.0309, 0.1288, 0.0161], [0.0170, 0.0712, -0.0633], [-0.0146, -0.1049, -0.0189], [0.0556, -0.0999, -0.0833], [0.0265, 0.0793, 0.0683], [-0.0178, 0.0075, -0.0001], [0.0023, 0.0820, 0.0107], [-0.0023, 0.0077, 0.0098], [-0.0331, 0.0036, -0.0385], [-0.0180, 0.0460, 0.0315], [0.0609, -0.0291, -0.0010], [0.0269, -0.0224, 0.0061], [-0.0879, -0.0287, 0.0030], [-0.0253, 0.0238, -0.0570], [-0.0216, 0.0404, 0.0283], [0.0263, -0.0264, -0.0243], [0.0011, 0.0484, -0.0070], [0.0048, -0.0193, -0.0133], [-0.0063, 0.0201, 0.1054], [-0.0149, 0.0130, -0.0124], [0.0239, 0.0421, 0.0154], [0.0147, 0.0163, -0.0718], [0.0152, -0.0577, 0.0105], [0.0118, 0.0349, -0.0752], [0.0401, -0.0268, -0.0933], [-0.0175, -0.0061, 0.0390], [-0.0144, -0.0115, 0.0461]], "mulliken_spin": [-0.014, 0.000, 0.007, -0.002, 0.002, 0.000, 0.097, 0.016, 0.402, 0.221, -0.053, 0.043, 0.000, -0.020, 0.083, 0.001, 0.109, -0.027, 0.008, -0.001, -0.001, 0.000, 0.002, 0.000, 0.014, 0.042, -0.001, 0.002, 0.089, 0.000, -0.041, 0.000, 0.005, 0.000, 0.000, 0.000, 0.000, 0.000, 0.000, 0.000, 0.000, 0.006, 0.010, -0.005, -0.002, -0.001, 0.001, 0.000, 0.000, 0.000, 0.000, 0.000, 0.000, 0.006]}